No. 1
C35H51AlN2O4S5SbSe4Si as an isolated structure. Source: OMol25; level of theory: ωB97M-V/def2-TZVPD.

Calculated values
total charge	-1
frontier orbital gap	5.04	eV

Cartesian coordinates (Å):
Al  -0.63014  0.43832  0.55431
O  0.78154  -1.35539  7.21679
C  0.59996  -0.99865  6.08262
S  1.68626  0.05195  5.17788
C  0.71591  0.12763  3.71673
C  -0.40495  -0.61344  3.66843
S  -1.50002  -0.80859  2.33640
S  -0.78228  -1.54273  5.10253
S  1.26279  1.13359  2.40008
C  0.68078  3.73544  -0.82517
C  1.47033  2.87861  -1.76089
C  2.61458  3.37646  -2.36970
C  3.41425  2.57547  -3.16483
C  3.10107  1.23941  -3.32704
C  1.95047  0.70270  -2.76294
C  1.69210  -0.77587  -2.88780
C  1.12104  1.55529  -2.02468
N  -0.10862  0.99184  -1.51791
C  -1.02997  0.72427  -2.35788
C  -1.11297  1.21460  -3.76913
C  -2.06690  -0.24256  -1.87457
C  -3.08650  -0.73891  -2.84628
N  -1.92714  -0.66284  -0.67586
C  -2.69948  -1.79436  -0.22446
C  -2.06219  -3.03455  -0.26490
C  -0.64065  -3.17748  -0.72975
C  -2.78185  -4.14908  0.14764
C  -4.08417  -4.02753  0.60056
C  -4.68280  -2.78080  0.65359
C  -4.00176  -1.63771  0.24738
C  -4.63903  -0.28953  0.39903
H  1.14554  4.71547  -0.72533
H  0.65721  3.29069  0.17427
H  -0.35240  3.86774  -1.14624
H  2.90872  4.39659  -2.15883
H  4.32345  2.97488  -3.59356
H  3.77979  0.58308  -3.85670
H  2.64762  -1.29839  -2.91975
H  1.13530  -1.03225  -3.79469
H  1.14613  -1.16693  -2.02867
H  -0.38144  1.99741  -3.94527
H  -2.11600  1.60432  -3.95474
H  -0.93527  0.40739  -4.48142
H  -2.58943  -1.14194  -3.73058
H  -3.70658  0.09649  -3.17814
H  -3.71873  -1.50340  -2.40696
H  -0.02833  -2.32329  -0.44020
H  -0.58321  -3.28397  -1.81704
H  -0.18684  -4.06109  -0.28371
H  -2.29906  -5.11843  0.13171
H  -4.62749  -4.90367  0.93014
H  -5.69327  -2.67851  1.02992
H  -5.71866  -0.38915  0.50964
H  -4.43526  0.38000  -0.43719
H  -4.24228  0.20241  1.28819
Se  5.07131  -0.78143  -1.30839
Sb  4.67490  0.47015  0.68665
Se  4.44602  2.84183  0.68043
Se  4.89870  -0.57622  2.80016
Se  1.68101  -0.31045  0.77582
C  -0.61582  5.70304  4.09677
C  0.28415  4.62430  3.50249
C  1.31276  5.22214  2.55256
C  0.97158  3.86300  4.62606
O  -0.49951  3.65082  2.77627
Si  -1.80725  3.85062  1.84042
S  -2.11530  2.18938  0.56193
O  -1.59645  5.21965  0.96557
C  -2.52109  6.06443  0.27554
C  -3.57415  5.23269  -0.44901
C  -1.68621  6.85222  -0.72845
C  -3.17875  7.01142  1.27252
O  -3.16825  4.13421  2.71175
C  -3.94762  3.29736  3.57218
C  -4.43273  4.19793  4.70295
C  -3.12440  2.14687  4.13918
C  -5.13257  2.78840  2.76082
H  -0.01304  6.40497  4.67578
H  -1.35993  5.25724  4.75856
H  -1.13255  6.25735  3.31486
H  1.94588  5.93569  3.08413
H  0.80937  5.74101  1.73596
H  1.95523  4.44360  2.13671
H  1.54235  4.55254  5.25023
H  1.66609  3.12492  4.22816
H  0.23529  3.35142  5.24871
H  -3.09912  4.55435  -1.15866
H  -4.26276  5.88605  -0.98919
H  -4.15102  4.63798  0.26166
H  -1.21175  6.17461  -1.43846
H  -0.90426  7.40491  -0.20598
H  -2.30861  7.56081  -1.27858
H  -3.74111  6.44938  2.01717
H  -3.85352  7.69419  0.75182
H  -2.41868  7.60498  1.78290
H  -3.58143  4.60086  5.25241
H  -5.06123  3.63777  5.39742
H  -5.01080  5.03164  4.30069
H  -2.27410  2.53237  4.70513
H  -2.73979  1.49630  3.35271
H  -3.73863  1.54295  4.80955
H  -5.71689  3.63278  2.38949
H  -5.78054  2.16168  3.37691
H  -4.78186  2.20692  1.90871

***

No. 2
A 5-piece molecular cluster, C35H51F12O14PSi overall in a non-equilibrium geometry. Source: OMol25; level of theory: ωB97M-V/def2-TZVPD.

Calculated values
energy above the lowest of the compared OMol25 structures with the same formula, charge and spin	17.6260	eV
structure (SMILES)	CCOP(=O)(CC[C@@H](CC(=O)c1ccccc1)OC(=O)[Si](C)(C)C)OCC.CCOC(=O)C(F)(F)F.CCOC(=O)C(F)(F)F.CCOC(=O)C(F)(F)F.CCOC(=O)C(F)(F)F
frontier orbital gap	7.91	eV

Cartesian coordinates (Å):
C  -7.24323  1.05901  1.53616
C  -5.81489  0.88086  2.32819
O  -4.73731  1.72771  1.75514
P  -3.90573  0.68653  0.63505
O  -4.90522  -0.03750  -0.40061
C  -2.66539  1.68772  -0.43973
C  -1.95187  2.94491  0.34647
C  -0.28623  2.86381  0.22607
C  0.30583  3.59554  -1.11333
C  -0.29001  2.92550  -2.52583
O  -1.04519  3.71066  -3.34155
C  -0.07286  1.36331  -2.97572
C  -0.74037  0.89101  -4.41353
C  -0.63105  -0.64666  -5.01237
C  0.16828  -1.75100  -4.10107
C  0.85674  -1.32985  -2.65564
C  0.75462  0.21803  -2.11614
O  0.30702  3.28632  1.49876
C  0.91533  4.62106  1.43575
O  0.23660  5.76322  1.27819
Si  2.86538  4.66948  1.66979
C  3.14833  3.99292  3.49236
C  3.79371  3.52296  0.40087
C  3.56731  6.46488  1.66201
O  -2.99402  -0.61048  1.38344
C  -2.65783  -0.30037  2.78221
C  -1.18958  -1.01972  3.13422
H  -7.75640  -0.01835  1.54150
H  -6.99849  1.29375  0.41600
H  -7.91118  1.86726  2.06299
H  -5.47510  -0.25477  2.18867
H  -5.91433  1.03634  3.49079
H  -1.85956  0.89157  -0.81602
H  -3.16809  2.10352  -1.43618
H  -2.35925  4.00584  0.04102
H  -2.16740  2.79880  1.51143
H  -0.05716  1.69703  0.12165
H  1.48274  3.49241  -1.18489
H  0.01474  4.75076  -1.19880
H  -1.31908  1.68673  -5.07144
H  -1.10782  -0.90588  -6.05092
H  0.26543  -2.84710  -4.50867
H  1.42414  -2.11260  -1.98907
H  1.28228  0.48858  -1.10672
H  2.76073  2.87267  3.55039
H  2.39610  4.61851  4.17087
H  4.26456  4.11552  3.83264
H  4.88792  3.26534  0.72694
H  3.10845  2.57631  0.21666
H  3.80748  4.11754  -0.62898
H  4.66025  6.40997  2.13538
H  2.96621  7.21034  2.35324
H  3.72221  6.90091  0.57528
H  -3.47752  -0.77651  3.49159
H  -2.62810  0.84325  3.03577
H  -0.28545  -0.35381  2.79795
H  -1.16080  -1.14802  4.31787
H  -1.17051  -2.05666  2.56486
C  -3.75442  -7.42061  -5.10231
C  -2.47580  -8.03568  -5.64205
O  -1.41160  -7.07082  -5.64770
C  -0.79276  -6.84974  -4.44438
O  -1.10291  -7.42003  -3.40092
C  0.34302  -5.84070  -4.59834
F  -0.02049  -4.74440  -5.32440
F  1.42325  -6.37713  -5.23597
F  0.80191  -5.36797  -3.40521
H  -4.01334  -6.51766  -5.66371
H  -4.58366  -8.13085  -5.16874
H  -3.63987  -7.12156  -4.05574
H  -2.62985  -8.34490  -6.68054
H  -2.18652  -8.93042  -5.07937
C  7.30144  -0.29213  6.98037
C  7.55080  0.84736  6.00883
O  7.01369  0.53636  4.71334
C  5.66189  0.71020  4.56430
O  4.91990  1.10321  5.46164
C  5.23021  0.38894  3.13521
F  5.76456  -0.77802  2.67275
F  5.61274  1.35721  2.25354
F  3.87958  0.26481  3.00114
H  7.69535  -1.23145  6.58029
H  7.77609  -0.08939  7.94478
H  6.23054  -0.44317  7.14836
H  8.62855  0.98808  5.88054
H  7.14460  1.79462  6.38104
C  -3.98488  4.58160  -3.80362
C  -4.54424  3.21858  -4.16943
O  -5.96291  3.17618  -3.94786
C  -6.74149  3.75194  -4.91849
O  -6.29070  4.28516  -5.92977
C  -8.22347  3.59912  -4.58347
F  -8.50625  3.91539  -3.28685
F  -8.66185  2.32024  -4.76649
F  -9.02762  4.38985  -5.34878
H  -4.25438  4.84447  -2.77609
H  -2.89526  4.59116  -3.89915
H  -4.39427  5.36481  -4.44924
H  -4.09876  2.45602  -3.52302
H  -4.30370  2.94494  -5.20292
C  4.06766  -3.07574  2.07182
C  4.62928  -4.41475  1.62894
O  4.80470  -5.28897  2.75521
C  3.67492  -5.91794  3.21105
O  2.56068  -5.76649  2.71530
C  4.00688  -6.84726  4.37639
F  4.81271  -6.25898  5.30686
F  4.65996  -7.97242  3.96566
F  2.90151  -7.27381  5.05006
H  4.69781  -2.63283  2.84918
H  4.00546  -2.38361  1.22708
H  3.06673  -3.18741  2.50022
H  5.61846  -4.26646  1.18471
H  4.00076  -4.88609  0.86497

***

No. 3
A 3-piece molecular cluster, C35H51F9N2O9S3 overall in a non-equilibrium geometry. Source: OMol25; level of theory: ωB97M-V/def2-TZVPD.

Calculated values
structure (SMILES)	CCC[C@H](C)[C@H]1C[C@@](CCCO)(OCC)[C@](CCCSC(=S)n2ccnc2)(CCC(F)(F)C(F)(F)C(F)(F)C(F)(F)F)S(=O)(=O)O1.O=C1CCCO1.O=C1CCCO1
frontier orbital gap	7.68	eV

Cartesian coordinates (Å):
C  -1.52910  3.38565  0.80042
C  -2.16546  3.38280  -0.67935
C  -0.95031  3.51724  -1.68018
C  -0.70662  2.29045  -2.64748
C  -1.98843  1.72129  -3.36009
C  0.19324  1.14986  -1.98566
C  -0.55420  0.54384  -0.74908
C  -0.48711  -1.04112  -0.57905
C  -0.97288  -1.35545  0.87809
C  -2.14110  -0.42243  1.42984
C  -2.99301  -1.14154  2.55023
O  -3.60953  -2.35885  2.09989
O  -1.29670  -1.53946  -1.65994
C  -2.49090  -2.21849  -1.30435
C  -3.14679  -2.73250  -2.67265
C  0.98418  -1.64530  -0.86926
C  0.86688  -3.22771  -0.82896
C  1.60745  -3.96628  0.35680
C  0.88000  -3.90308  1.74695
S  1.74822  -5.03913  2.92387
C  0.76587  -4.88173  4.44792
S  -0.08516  -6.20669  4.94211
N  0.70185  -3.69658  5.26752
C  1.00947  -3.67736  6.62176
C  0.81074  -2.34204  7.16061
N  0.39052  -1.56040  6.04308
C  0.32810  -2.37400  4.97664
C  2.11111  -1.17686  0.10665
C  2.55703  0.32334  0.08162
C  3.83780  0.55522  1.00392
F  3.64132  1.61466  1.88970
F  4.12786  -0.54583  1.79782
C  5.08798  0.77364  0.06772
F  6.23143  0.56730  0.84143
F  5.11245  -0.24175  -0.87062
C  5.14187  2.17300  -0.67237
F  4.01031  2.93853  -0.53563
F  5.25129  1.89064  -2.03201
C  6.39209  3.07038  -0.32165
F  7.54479  2.49175  -0.72221
F  6.24261  4.25704  -1.00952
F  6.36316  3.38708  1.00195
S  1.35632  -1.08515  -2.62121
O  2.80646  -0.90679  -2.81509
O  0.95242  -2.10370  -3.59996
O  0.53498  0.25611  -3.05849
H  -1.99896  2.63040  1.47617
H  -1.54914  4.42244  1.24642
H  -0.43372  3.11951  0.75945
H  -2.76595  4.33386  -0.72952
H  -2.81855  2.49512  -0.84091
H  0.02763  3.76306  -1.18832
H  -1.17860  4.39794  -2.35219
H  -0.05459  2.69174  -3.48346
H  -2.79894  1.37815  -2.67133
H  -1.71641  0.82313  -3.98313
H  -2.35426  2.48238  -4.10902
H  1.13922  1.70811  -1.71226
H  -0.29063  1.09404  0.19490
H  -1.64742  0.76054  -0.91343
H  -0.11295  -1.12780  1.57841
H  -1.24724  -2.41669  1.08988
H  -2.83974  -0.06233  0.63356
H  -1.70387  0.48936  1.91084
H  -3.83472  -0.46541  2.88942
H  -2.35533  -1.29195  3.46937
H  -4.50805  -2.17338  1.78344
H  -2.32303  -3.15720  -0.69675
H  -3.28018  -1.60718  -0.80007
H  -3.27175  -3.84027  -2.70391
H  -4.09884  -2.16538  -2.85895
H  -2.45957  -2.43330  -3.51706
H  1.26808  -3.72251  -1.76032
H  -0.20016  -3.58904  -0.77287
H  2.71555  -3.76418  0.41287
H  1.57081  -5.06292  0.06985
H  0.83454  -2.89564  2.21792
H  -0.15543  -4.32148  1.59804
H  1.36482  -4.51516  7.26616
H  0.96343  -1.99277  8.20173
H  0.01532  -2.05074  3.95658
H  1.93523  -1.43000  1.18934
H  3.04113  -1.75740  -0.16640
H  1.78795  1.03604  0.50110
H  2.83814  0.73102  -0.91885
O  -0.21633  1.67718  2.91234
C  -0.65118  2.07791  3.95763
C  -0.09609  3.21906  4.77209
C  -0.77009  3.00704  6.11678
C  -2.07100  2.33902  5.72364
O  -1.76015  1.57188  4.55019
H  -0.39330  4.16306  4.30993
H  0.98754  3.15423  4.84872
H  -0.91266  3.92465  6.68753
H  -0.17088  2.32335  6.72326
H  -2.85058  3.06248  5.47002
H  -2.44487  1.67746  6.50432
O  -3.08858  -1.59705  -6.89811
C  -2.49515  -0.57576  -7.09289
C  -1.89978  -0.13126  -8.40656
C  -0.96837  0.98570  -7.97236
C  -1.65391  1.51595  -6.72914
O  -2.30220  0.37917  -6.14175
H  -2.69996  0.23295  -9.05415
H  -1.35897  -0.94469  -8.88593
H  -0.81069  1.74862  -8.73507
H  0.00633  0.56780  -7.70784
H  -2.41298  2.26875  -6.96111
H  -0.94245  1.93877  -6.02000

***

No. 4
A 2-piece molecular cluster, C35H51O2Si4 overall in a non-equilibrium geometry. Source: OMol25; level of theory: ωB97M-V/def2-TZVPD.

Calculated values
total charge	+1
frontier orbital gap	4.90	eV

Cartesian coordinates (Å):
C  -2.49536  0.99722  -2.27258
Si  -2.67495  -0.40186  -1.02663
C  -4.48605  -0.55766  -0.52966
C  -1.97615  -2.00092  -1.73882
Si  -1.56065  -0.06004  0.98527
Si  0.72973  0.10666  0.40596
C  0.94923  1.43137  -0.92336
C  1.75749  0.68134  1.87847
C  1.33493  -1.53884  -0.28401
Si  -2.15200  2.02125  1.87067
C  -1.78410  3.42419  0.66446
C  -4.00600  1.92921  2.17251
C  -1.19670  2.30715  3.46921
O  -2.35296  -1.34263  1.96295
C  -1.71811  -2.37138  2.59568
C  -1.86862  -3.65756  2.12592
C  -0.83343  -4.66693  2.45351
C  0.28626  -4.23182  3.41555
C  0.53017  -2.72830  3.42397
C  -0.78357  -2.00440  3.70688
H  -3.19032  0.76901  -3.09551
H  -2.77167  1.97363  -1.85716
H  -1.48247  1.06011  -2.68817
H  -5.03374  -1.07100  -1.33383
H  -4.61631  -1.14170  0.39139
H  -4.94814  0.42745  -0.37506
H  -2.72410  -2.42531  -2.42527
H  -1.05397  -1.81439  -2.30749
H  -1.75210  -2.75453  -0.97040
H  2.03370  1.58556  -1.03319
H  0.55151  1.11735  -1.89567
H  0.49667  2.39293  -0.65428
H  2.82042  0.59338  1.60520
H  1.55937  1.73460  2.12036
H  1.59086  0.08088  2.78241
H  2.43520  -1.50983  -0.31942
H  1.03788  -2.40313  0.32484
H  0.96879  -1.70169  -1.30690
H  -2.30001  4.31618  1.05166
H  -0.71116  3.64923  0.61507
H  -2.15096  3.23279  -0.35073
H  -4.25597  2.62651  2.98543
H  -4.57277  2.22164  1.27825
H  -4.32696  0.92187  2.47299
H  -1.66298  3.15630  3.99183
H  -1.23818  1.43652  4.13809
H  -0.14253  2.55494  3.28872
H  -2.48022  -3.75179  1.22827
H  -1.32122  -5.54289  2.89776
H  -0.38621  -5.05124  1.51927
H  -0.00014  -4.55911  4.42526
H  1.20381  -4.77545  3.15514
H  1.28625  -2.48233  4.17822
H  0.92330  -2.41395  2.44579
H  -0.64412  -0.91608  3.80710
H  -1.21302  -2.38839  4.64725
C  -8.57622  -1.80331  -0.15703
O  -7.88857  -1.87950  1.11382
C  -6.86474  -2.76918  1.22934
C  -6.27902  -2.88694  2.51167
C  -5.24852  -3.77924  2.70739
C  -4.71978  -4.52226  1.62670
C  -3.65948  -5.48658  1.85258
C  -2.85801  -6.11957  0.79637
C  -2.36613  -7.37802  1.29796
C  -1.42769  -8.11907  0.59900
C  -0.89735  -7.58009  -0.57845
C  -1.38657  -6.36874  -1.09224
C  -2.40623  -5.65943  -0.43947
C  -3.00816  -7.63659  2.57839
C  -3.81468  -6.49405  2.91335
C  -4.76561  -6.61558  3.92957
C  -4.90397  -7.84176  4.59202
C  -4.07136  -8.93219  4.28840
C  -3.09989  -8.82533  3.28752
C  -5.25865  -4.33490  0.33732
C  -6.36146  -3.51998  0.14264
H  -9.41305  -1.13334  0.04420
H  -7.91804  -1.37431  -0.92787
H  -8.94270  -2.78973  -0.48047
H  -6.67562  -2.27820  3.31843
H  -4.82545  -3.89859  3.70489
H  -1.11033  -9.07939  1.00300
H  -0.10445  -8.10906  -1.10890
H  -0.97592  -5.96451  -2.02282
H  -2.82113  -4.75579  -0.88436
H  -5.41912  -5.78525  4.17575
H  -5.68003  -7.95562  5.34738
H  -4.19259  -9.87597  4.82240
H  -2.43546  -9.64597  3.01825
H  -4.85805  -4.88877  -0.50897
H  -6.80852  -3.44216  -0.84936